(1)
Molecular formula: C66H148F3N8O5S
Method: DFT, ωB97M-V with the def2-TZVPD basis set

Element x y z (Å)
C1 3.5946 -18.1408 5.3700
O1 2.8222 -19.0476 6.1297
C2 1.5090 -19.2507 5.6452
C3 0.8237 -19.9128 6.8300
N1 1.1486 -19.0915 7.9921
H1 2.1653 -18.8057 7.8605
H2 0.6118 -18.1970 8.0132
C4 1.0796 -19.8258 9.3112
C5 1.7944 -19.0724 10.3782
O2 3.0859 -18.8085 9.8482
C6 3.8011 -17.7900 10.5321
H3 4.4754 -18.0733 5.9694
H4 3.1005 -17.1662 5.2628
H5 3.8171 -18.5161 4.3600
H6 1.3881 -19.9287 4.7773
H7 1.0144 -18.2985 5.4092
H8 1.3862 -20.8363 6.9012
H9 -0.2409 -20.0583 6.7435
H10 1.6673 -20.7211 9.1197
H11 0.0454 -20.1331 9.5278
H12 1.8498 -19.6161 11.3257
H13 1.2494 -18.1253 10.5994
H14 3.9283 -18.1472 11.5471
H15 3.2238 -16.8538 10.4379
H16 4.8088 -17.7871 10.1288
C7 2.8683 -27.0492 14.3461
C8 1.4318 -26.7476 13.9351
C9 1.4916 -25.3694 13.2530
N2 0.1225 -24.8223 12.7363
C10 -0.1824 -25.6953 11.5633
C11 -0.9469 -24.7018 13.8133
C12 -1.9569 -23.6625 13.3644
C13 -1.2265 -22.8879 12.2460
C14 0.2201 -23.3971 12.2736
H17 3.3861 -27.1934 13.3724
H18 2.9254 -27.9695 14.8807
H19 3.2815 -26.2503 14.9517
H20 0.8381 -26.7154 14.8204
H21 1.0011 -27.4871 13.2648
H22 2.1210 -25.3776 12.3673
H23 1.8884 -24.6307 13.9464
H24 0.6838 -25.8052 10.9515
H25 -0.9885 -25.1960 11.0520
H26 -0.5382 -26.6618 11.8846
H27 -1.4092 -25.6770 13.9629
H28 -0.4558 -24.4384 14.7445
H29 -2.8015 -24.1986 12.9479
H30 -2.1342 -23.0639 14.2152
H31 -1.6537 -23.1094 11.2881
H32 -1.2133 -21.8314 12.4993
H33 0.8050 -23.2757 11.3130
H34 0.7856 -22.8711 13.0292
C15 6.7234 -22.3377 4.4574
C16 5.4337 -21.9087 3.7822
C17 5.6035 -22.2527 2.2974
N3 4.5450 -21.7790 1.3905
C18 4.5040 -20.2787 1.3294
C19 3.1461 -22.3366 1.6137
C20 2.4012 -22.2524 0.2524
C21 3.4894 -22.6961 -0.6937
C22 4.8236 -22.2485 -0.1116
H35 7.5164 -21.6117 4.3523
H36 7.0600 -23.3145 4.1107
H37 6.4812 -22.4882 5.5081
H38 5.2395 -20.8557 3.8900
H39 4.5376 -22.3591 4.1901
H40 5.5091 -23.3503 2.1667
H41 6.5262 -21.9494 1.8658
H42 3.9562 -20.0043 0.4265
H43 5.5457 -19.9569 1.2317
H44 3.9855 -19.8612 2.1952
H45 2.6720 -21.9062 2.4929
H46 3.2061 -23.4185 1.8168
H47 1.9023 -21.2950 -0.0131
H48 1.5797 -22.9614 0.2508
H49 3.2940 -22.1910 -1.6146
H50 3.3567 -23.7423 -0.9534
H51 5.3247 -21.3972 -0.5603
H52 5.5056 -23.0927 -0.0780
C23 9.9190 -31.0514 0.6462
C24 9.1600 -30.0983 1.6215
C25 10.1958 -29.0038 1.9201
N4 9.7236 -27.6812 2.5607
C26 10.9291 -26.8136 2.5628
C27 8.5100 -27.0616 1.8274
C28 7.3803 -27.1203 2.8809
C29 8.0897 -27.0430 4.2406
C30 9.2608 -28.0108 3.9639
H53 9.3261 -31.9634 0.5623
H54 10.9177 -31.2237 1.0478
H55 10.1309 -30.6166 -0.3255
H56 8.8536 -30.6010 2.5335
H57 8.3096 -29.6540 1.1285
H58 10.7554 -28.7223 1.0299
H59 10.8845 -29.4861 2.6327
H60 10.7689 -25.8277 2.9864
H61 11.2719 -26.5841 1.5675
H62 11.7146 -27.3288 3.0976
H63 8.7080 -26.0117 1.6671
H64 8.2821 -27.6446 0.9013
H65 6.6565 -26.3330 2.7812
H66 6.9009 -28.1009 2.8470
H67 8.4410 -26.0393 4.5417
H68 7.5331 -27.4316 5.1052
H69 10.0586 -27.9545 4.6772
H70 9.0304 -29.0973 3.9779
C31 6.2117 -19.8776 8.2210
C32 6.4188 -20.2468 9.6773
C33 6.6570 -21.7439 9.7608
N5 7.2541 -22.3992 10.9848
C34 6.2633 -22.2665 12.1290
C35 8.6360 -21.9057 11.3647
C36 9.1153 -22.9906 12.3432
C37 8.5145 -24.2710 11.8390
C38 7.4313 -23.9135 10.7344
H71 5.3923 -20.4800 7.8493
H72 7.0252 -20.1666 7.5405
H73 6.0820 -18.8152 8.0772
H74 5.5630 -20.0669 10.3053
H75 7.2761 -19.6653 10.1052
H76 7.3957 -22.0039 8.9342
H77 5.7782 -22.3037 9.4834
H78 6.0898 -21.2059 12.2871
H79 6.7128 -22.6555 13.0597
H80 5.3097 -22.8237 11.9406
H81 8.4767 -20.9273 11.7769
H82 9.1801 -21.8954 10.3945
H83 8.8841 -22.8103 13.3901
H84 10.1916 -23.0368 12.3784
H85 7.8933 -24.7453 12.6050
H86 9.2360 -25.0007 11.4336
H87 6.4616 -24.4179 10.6970
H88 7.8163 -24.0097 9.7284
C39 2.2696 -32.6420 12.7792
C40 2.1034 -33.2829 11.3912
C41 0.7249 -32.8114 10.9491
N6 0.4704 -33.0224 9.4312
C42 -0.8438 -32.2011 9.1132
C43 -0.5637 -30.7189 9.0593
C44 0.6688 -30.4223 8.1509
C45 1.9421 -31.1060 8.5826
C46 1.6938 -32.6285 8.5373
C47 0.2067 -34.4910 9.1092
H89 3.2089 -32.9470 13.2281
H90 1.5217 -33.0638 13.4806
H91 2.1416 -31.5665 12.8250
H92 2.4505 -34.3302 11.4081
H93 2.7720 -32.6693 10.7988
H94 0.5931 -31.7563 11.0821
H95 -0.0670 -33.3379 11.5102
H96 -1.6265 -32.4542 9.8552
H97 -1.2194 -32.5399 8.1467
H98 -0.3634 -30.3191 10.0596
H99 -1.4391 -30.2270 8.6501
H100 0.8070 -29.3225 8.2027
H101 0.3981 -30.6590 7.1039
H102 2.3758 -30.8351 9.5311
H103 2.6895 -30.9159 7.8039
H104 2.5771 -33.1547 8.8238
H105 1.3294 -32.8321 7.4967
H106 0.9430 -35.1233 9.5890
H107 0.1850 -34.5206 7.9937
H108 -0.8353 -34.7332 9.3908
C48 1.5746 -27.4271 3.0972
C49 0.1037 -26.9728 3.4790
C50 -0.0237 -26.2678 4.8458
N7 -1.2536 -25.5288 5.1353
C51 -2.4230 -26.5691 4.9790
C52 -3.7242 -25.9975 5.5358
C53 -3.5987 -25.3749 6.9667
C54 -2.4110 -24.4367 7.1483
C55 -1.1502 -25.1350 6.6408
C56 -1.4389 -24.2721 4.3209
H109 1.4489 -27.6982 2.0315
H110 2.0247 -28.2373 3.6718
H111 2.2966 -26.5857 3.0939
H112 -0.5000 -27.8889 3.5271
H113 -0.2419 -26.3207 2.6626
H114 0.8372 -25.5952 4.9000
H115 0.1642 -26.9672 5.6607
H116 -2.0966 -27.5452 5.4080
H117 -2.5768 -26.6561 3.9173
H118 -4.5103 -26.7380 5.5309
H119 -4.0010 -25.1917 4.8383
H120 -3.5641 -26.2159 7.6334
H121 -4.5473 -24.8419 7.0756
H122 -2.1678 -24.1779 8.1595
H123 -2.7451 -23.5450 6.6618
H124 -0.8821 -26.0188 7.2070
H125 -0.2359 -24.5292 6.5896
H126 -0.4950 -23.7122 4.3968
H127 -2.2550 -23.6849 4.6732
H128 -1.5373 -24.4702 3.2533
C57 5.9950 -31.6980 7.3031
C58 6.2255 -30.4513 8.1113
C59 6.9742 -30.8230 9.3886
N8 7.3053 -29.5973 10.2887
C60 7.8225 -30.0872 11.7120
C61 6.7184 -30.5816 12.6436
C62 5.5228 -29.6199 12.7145
C63 5.0102 -29.3945 11.2929
C64 6.0807 -28.6548 10.4387
C65 8.5010 -28.8705 9.7531
H129 5.3757 -31.4602 6.4562
H130 5.5727 -32.5459 7.8508
H131 6.9469 -32.0778 6.9493
H132 5.2454 -30.0858 8.4315
H133 6.8003 -29.7268 7.5585
H134 7.9541 -31.2909 9.3178
H135 6.3134 -31.4409 9.9760
H136 8.6049 -30.8518 11.5094
H137 8.3166 -29.1949 12.0964
H138 6.4961 -31.5972 12.3320
H139 7.1369 -30.6473 13.6539
H140 4.8261 -30.0226 13.4585
H141 5.8558 -28.7054 13.1599
H142 4.6654 -30.3102 10.8724
H143 4.1755 -28.6517 11.3137
H144 5.7824 -28.5157 9.4110
H145 6.3756 -27.6897 10.9213
H146 8.4148 -28.6783 8.6373
H147 9.4480 -29.4010 9.8616
H148 8.5516 -27.9271 10.2626
C66 4.4033 -25.5543 7.3841
F1 4.1243 -26.8504 7.1254
F2 5.6845 -25.4781 7.7745
F3 4.2797 -24.9494 6.1768
S1 3.2452 -24.8905 8.7158
O3 2.3352 -26.0051 8.8201
O4 4.1937 -24.7572 9.8175
O5 2.7133 -23.6232 8.2331

Output
energy relative to the best compared isomer or geometry (same formula, charge and spin): 0.00 kcal per mole
net charge: +7

(2)
Molecular formula: C20H31N5O2PS
Method: DFT, ωB97M-V with the def2-TZVPD basis set

Element x y z (Å)
C1 3.8549 -2.5735 -1.7628
C2 4.1863 -1.1508 -1.0186
C3 2.8886 -0.3819 -0.3757
N1 2.0574 0.4077 -1.3715
C4 1.2236 -0.4820 -2.2667
P1 -0.1824 -1.3604 -1.2839
O1 -0.8233 -0.3460 0.0043
O2 0.4959 -2.8481 -0.5894
S1 -1.5912 -1.9791 -2.5318
H1 3.4926 -3.4343 -1.0494
H2 4.8870 -2.9547 -2.2256
H3 3.1158 -2.4919 -2.6749
H4 4.9009 -1.4170 -0.1002
H5 4.8055 -0.3990 -1.6952
H6 3.3278 0.4245 0.3874
H7 2.2458 -1.1146 0.2751
H8 2.6560 1.0820 -1.9192
H9 0.6460 0.2237 -3.0345
H10 -0.7055 -0.8615 0.8648
H11 0.6326 -3.5287 -1.3176
N2 -5.1605 -1.9244 -3.7440
C5 -6.1160 -2.2400 -4.6747
C6 -7.3516 -2.0325 -4.1033
C7 -7.1336 -1.5699 -2.7836
C8 -5.7717 -1.5098 -2.5894
H12 -4.1609 -1.9868 -3.8872
H13 -5.8356 -2.5857 -5.6606
H14 -8.3067 -2.1955 -4.5854
H15 -7.8887 -1.3082 -2.0537
H16 -5.1869 -1.2095 -1.7302
N3 6.6018 -2.7669 2.0561
C9 7.9508 -3.0084 2.0727
C10 8.5665 -1.9426 2.6901
C11 7.5524 -1.0289 3.0644
C12 6.3490 -1.5644 2.6634
H17 5.9022 -3.3804 1.6589
H18 8.3563 -3.9148 1.6435
H19 9.6308 -1.8354 2.8544
H20 7.6857 -0.0825 3.5723
H21 5.3371 -1.1931 2.7568
N4 -2.5479 0.5790 2.3985
C13 -3.5367 1.4884 2.1268
C14 -4.3811 1.5363 3.2135
C15 -3.8805 0.6282 4.1769
C16 -2.7464 0.0532 3.6486
H22 -1.7898 0.3348 1.7745
H23 -3.5557 2.0209 1.1854
H24 -5.2617 2.1590 3.3033
H25 -4.3016 0.4169 5.1513
H26 -2.0662 -0.6842 4.0536
N5 -1.4569 4.5475 0.2269
C17 -2.2051 4.9745 1.2929
C18 -2.5581 6.2862 1.0669
C19 -2.0084 6.6616 -0.1822
C20 -1.3361 5.5679 -0.6801
H27 -1.0572 3.6236 0.1250
H28 -2.4203 4.3108 2.1196
H29 -3.1488 6.9054 1.7294
H30 -2.0943 7.6256 -0.6667
H31 -0.7824 5.4293 -1.5992

Output
net charge: -1

no.,lowest unoccupied orbital energy (eV),Kohn-Sham gap (eV),highest occupied orbital energy (Eh)
1,-11.8,10.2,-0.809
2,2.5,5.4,-0.106